(A)
# C13H42N6O8

A 8-piece molecular cluster, C13H42N6O8 overall (the ωB97M-V functional and the def2-TZVPD basis, the Open Molecules 2025 dataset).

```
69
Properties=species:S:1:pos:R:3:lowdin_charge:R:1
C 14.5200 2.6650 20.1590 -0.1284
C 14.8100 4.0590 19.8440 -0.2718
O 14.0470 4.8630 20.8320 -0.0820
H 13.4840 2.3400 19.8610 0.0484
H 14.6110 2.4090 21.2200 0.0863
H 15.1940 2.0160 19.5430 0.1124
H 14.6380 4.2480 18.8060 0.1022
H 15.8830 4.1590 20.0940 0.1233
H 14.3420 5.7610 20.7350 0.0762
C 11.4200 1.2870 18.4710 -0.0451
C 11.5210 2.7180 17.9760 -0.2553
O 10.6320 3.4440 18.8060 -0.1170
H 11.4360 1.1150 19.5150 0.0311
H 12.1460 0.7010 17.9760 0.0798
H 10.4980 0.8340 18.1460 0.0733
H 11.0980 2.8600 16.9800 0.1249
H 12.4270 3.2220 17.9860 0.0806
H 10.5770 4.3500 18.5060 0.0944
C 7.8860 4.5680 20.0380 -0.0786
C 6.6670 5.2010 19.3770 -0.3381
O 6.5650 4.9070 18.0510 -0.0460
H 8.8370 4.8850 19.6610 0.0385
H 7.8550 3.4730 20.0910 0.0620
H 7.9190 4.9280 21.0540 0.0543
H 6.7030 6.2810 19.5480 0.1219
H 5.8260 4.7480 19.8330 0.0959
H 7.1240 5.5410 17.6050 0.0866
C 6.8150 -0.0560 20.5760 -0.0641
C 7.8550 -0.8320 19.7920 -0.3181
O 7.3830 -1.9480 19.1050 -0.0388
H 6.2510 -0.6590 21.2080 0.0649
H 6.1000 0.3910 19.9430 0.0708
H 7.2660 0.7960 21.0810 0.0372
H 8.7480 -1.1230 20.3170 0.0853
H 8.2450 -0.2390 18.9400 0.1154
H 6.7130 -1.6170 18.5490 0.0621
C 9.5790 7.6800 22.0200 -0.0793
C 10.2410 6.3300 22.1540 -0.3262
O 10.7710 6.0130 20.8820 -0.0769
H 10.3010 8.3510 21.6350 0.0568
H 9.3460 8.0380 23.0210 0.0796
H 8.6760 7.6940 21.3950 0.0761
H 9.4750 5.6360 22.5590 0.1008
H 11.0410 6.3550 22.8990 0.1176
H 11.1960 5.1780 20.9380 0.0072
C 6.9550 3.1580 23.4410 -0.7030
O 6.7870 4.4830 23.6810 -0.0921
N 7.8540 2.4680 24.0290 0.1442
N 6.1450 2.5200 22.6800 0.1729
H 8.4430 2.9080 24.7240 0.1421
H 7.9830 1.4330 23.9760 0.1584
H 5.3340 3.0250 22.2100 0.1696
H 6.2260 1.5430 22.4030 0.0790
C 10.7890 3.0150 22.2980 -0.6293
O 11.1650 3.2660 23.6120 -0.0983
N 11.6660 3.0970 21.3270 0.0975
N 9.7110 2.4520 21.8780 0.1556
H 12.5940 3.4840 21.6310 0.1267
H 11.4690 2.9900 20.3130 0.0790
H 8.9230 2.3210 22.6110 0.1025
H 9.5380 2.3580 20.8820 0.1086
C 11.9000 -0.5180 21.8290 -0.6211
O 12.4850 -1.8040 21.7430 -0.1733
N 12.6280 0.5200 21.6150 0.1312
N 10.6250 -0.2410 21.9430 0.1616
H 13.6880 0.3530 21.6510 0.1547
H 12.3100 1.5470 21.5850 0.0653
H 9.9870 -1.0250 21.8960 0.1023
H 10.3140 0.7110 22.1700 0.0657
```

Properties
M in g mol⁻¹: 410.51
Gap between HOMO and LUMO in hartree: 0.3222
HOMO energy in eV: -8.64
LUMO energy in eV: 0.13
SMILES string: NC(N)=O.NC(N)=O.NC(N)=O.CCO.CCO.CCO.CCO.CCO

---

(B)
# C13H42N6O8

A 8-piece molecular cluster, C13H42N6O8 overall (the ωB97M-V functional and the def2-TZVPD basis, the Open Molecules 2025 dataset).

```
69
Properties=species:S:1:pos:R:3:lowdin_charge:R:1
C 6.4820 -4.1955 -1.1557 -0.0721
C 6.2200 -5.2284 -2.3580 -0.2723
O 4.7918 -5.4938 -2.5014 -0.0981
H 6.2130 -3.1609 -1.3687 0.0612
H 7.5237 -4.0805 -0.8561 0.0586
H 5.9724 -4.6200 -0.2907 0.0639
H 6.7253 -6.1766 -2.1744 0.0966
H 6.6755 -4.8264 -3.2630 0.0940
H 4.7880 -6.1211 -3.2282 0.0681
C -3.2833 7.7347 -0.8991 -0.0713
C -4.8105 8.0324 -0.6149 -0.3226
O -4.8902 9.4123 -0.4492 -0.0850
H -2.9765 7.9574 -1.9210 0.0670
H -3.0618 6.6680 -0.8638 0.0589
H -2.6513 8.1859 -0.1342 0.0683
H -5.2427 7.6337 0.3029 0.1025
H -5.3917 7.6094 -1.4342 0.0994
H -5.8130 9.6374 -0.3094 0.0827
C 4.2831 2.7658 4.5814 -0.1160
C 5.4550 1.8595 4.4929 -0.3372
O 4.8716 0.5984 4.5915 -0.0936
H 3.5738 2.5039 5.3665 0.0843
H 3.6932 2.7640 3.6648 0.0789
H 4.6728 3.7724 4.7330 0.0756
H 6.0741 1.9780 5.3822 0.1164
H 5.9805 1.9740 3.5449 0.1131
H 3.9765 0.5644 4.2461 0.0785
C -8.0360 0.3106 3.9570 -0.0798
C -8.1335 1.7368 3.2933 -0.2777
O -6.8092 1.9073 2.7723 -0.1056
H -9.0006 -0.0351 4.3287 0.0570
H -7.3200 0.3093 4.7788 0.0694
H -7.8126 -0.5412 3.3147 0.0670
H -8.1811 2.5520 4.0153 0.0976
H -8.9695 1.9774 2.6366 0.1003
H -6.5043 2.6828 3.2488 0.0717
C 1.7068 -2.8186 -7.9713 -0.0909
C 3.1493 -2.3746 -7.5618 -0.3201
O 3.8472 -2.8316 -8.6548 -0.0850
H 0.9306 -2.7456 -7.2095 0.0602
H 1.6427 -3.8225 -8.3909 0.0723
H 1.3269 -2.1640 -8.7556 0.0623
H 3.4912 -2.8665 -6.6512 0.1073
H 3.2506 -1.3102 -7.3495 0.1053
H 3.6195 -2.2890 -9.4133 0.0887
C 5.6041 -5.3248 6.9846 -0.7838
O 5.7966 -6.3996 7.4934 0.0434
N 4.8593 -5.0404 5.9321 0.1519
N 6.2492 -4.2402 7.3338 0.1441
H 4.7041 -4.0531 5.7862 0.1030
H 4.3334 -5.7598 5.4566 0.1197
H 6.9899 -4.2582 8.0202 0.1200
H 6.1136 -3.4195 6.7609 0.1019
C -6.2228 1.3313 -4.0820 -0.8429
O -5.1793 0.8397 -3.8163 0.0645
N -6.6363 1.5602 -5.2643 0.1696
N -7.1077 1.6689 -3.1616 0.1480
H -6.0499 1.3957 -6.0700 0.1288
H -7.5297 2.0182 -5.3750 0.1144
H -8.0865 1.5548 -3.3832 0.1031
H -6.8379 1.6344 -2.1889 0.1145
C -0.1796 -1.3291 0.7495 -0.8041
O 0.3025 -1.6061 1.8194 0.0425
N -1.0052 -0.3670 0.5995 0.1495
N 0.0742 -1.8543 -0.4427 0.1544
H -1.4987 0.1111 1.3397 0.1240
H -1.2954 0.0093 -0.2917 0.1104
H -0.2429 -1.3361 -1.2496 0.1062
H 0.7958 -2.5606 -0.4220 0.1173
```

Properties
M in g mol⁻¹: 410.51
Gap between HOMO and LUMO in hartree: 0.3614
HOMO energy in eV: -9.55
LUMO energy in eV: 0.28
SMILES string: NC(N)=O.NC(N)=O.NC(N)=O.CCO.CCO.CCO.CCO.CCO

---

What is the stability order? It is (B), (A), from most stable to least stable.